Computed, not measured: a cluster of 7 separate species, C12H31BClN13O10 in total in a non-equilibrium geometry, with wB97M-V/def2-TZVPD.

Each line ends with the natural charge from an NBO analysis.
CARTESIAN COORDINATES (ANGSTROEM)
C  -2.357  1.096  1.568  -0.4772
N  -1.172  0.552  0.804  -0.7140
C  -0.969  1.261  -0.533  -0.4484
B  0.143  0.715  1.539  1.1231
O  1.350  0.104  0.881  -0.9261
C  0.401  1.523  2.946  -0.3804
C  0.597  3.016  3.068  -0.0709
Cl  0.586  4.286  1.695  0.0349
C  0.867  3.337  4.677  0.7534
O  1.204  4.575  5.065  -0.5261
O  0.722  2.089  5.449  -0.5136
C  0.556  0.942  4.501  0.7896
O  0.567  -0.331  4.939  -0.5087
H  -2.797  0.273  2.288  0.2027
H  -2.181  2.131  2.091  0.1770
H  -3.211  1.290  0.757  0.2668
H  -0.274  2.211  -0.360  0.1689
H  -0.315  0.517  -1.189  0.2514
H  -1.985  1.556  -1.044  0.2282
H  1.848  -0.358  1.642  0.5270
N  -4.656  -0.766  -1.467  -0.8495
C  -5.380  0.228  -0.921  0.7673
N  -6.711  0.049  -0.999  -0.8495
O  -4.872  1.208  -0.400  -0.6972
H  -5.064  -1.578  -1.898  0.4205
H  -3.650  -0.678  -1.432  0.4221
H  -7.299  0.770  -0.603  0.4031
H  -7.139  -0.754  -1.427  0.3913
N  5.209  -0.858  2.837  -0.8151
C  4.003  -1.328  3.204  0.7820
N  4.020  -2.593  3.665  -0.8409
O  2.981  -0.665  3.126  -0.7220
H  6.057  -1.396  2.898  0.4113
H  5.248  0.089  2.484  0.4057
H  3.138  -2.992  3.953  0.4099
H  4.857  -3.147  3.733  0.3909
N  0.192  -0.773  -5.008  -0.8553
C  -0.924  -0.436  -4.334  0.7675
N  -1.687  0.483  -4.954  -0.8594
O  -1.218  -0.922  -3.254  -0.6852
H  0.443  -0.379  -5.898  0.4172
H  0.799  -1.460  -4.582  0.3999
H  -2.537  0.769  -4.488  0.4033
H  -1.454  0.889  -5.845  0.4004
N  0.567  2.976  -6.821  -0.8356
C  0.742  1.939  -7.660  0.7793
N  1.538  2.209  -8.712  -0.8347
O  0.224  0.848  -7.484  -0.7038
H  0.989  3.879  -6.958  0.3925
H  -0.024  2.823  -6.015  0.4131
H  1.701  1.461  -9.372  0.4125
H  1.969  3.104  -8.866  0.3914
N  -5.618  -4.039  0.426  -0.8402
C  -5.548  -4.421  -0.863  0.7733
N  -5.912  -5.699  -1.081  -0.8399
O  -5.187  -3.674  -1.757  -0.6886
H  -5.914  -4.648  1.170  0.3877
H  -5.355  -3.087  0.640  0.4174
H  -5.876  -6.033  -2.034  0.4107
H  -6.211  -6.323  -0.351  0.3877
N  6.977  -0.074  6.657  -0.8373
C  7.427  0.195  5.418  0.7744
N  8.073  1.370  5.307  -0.8394
O  7.263  -0.563  4.475  -0.6958
H  7.107  0.543  7.441  0.3899
H  6.484  -0.946  6.791  0.4108
H  8.430  1.617  4.395  0.4091
H  8.214  2.001  6.078  0.3899

Output
net charge = 0
calculated total energy = -2425.261473 Eh
LUMO energy = -0.994 eV

Computed, not measured: a structure of composition C12H31BGeNO3PrSe in a non-equilibrium geometry, with wB97M-V/def2-TZVPD.

Each line ends with the natural charge from an NBO analysis.
CARTESIAN COORDINATES (ANGSTROEM)
Pr  10.459  5.933  12.399  1.5410
C  10.614  4.453  15.469  -0.2631
O  9.907  5.422  14.680  -0.5780
C  9.606  6.610  15.356  -0.0893
C  10.858  7.394  15.450  -0.1005
O  11.509  7.313  14.195  -0.5673
C  12.254  8.450  13.866  -0.1010
C  12.911  8.214  12.514  -0.0763
O  11.739  7.884  11.566  -0.6141
C  12.200  7.906  10.217  -0.2606
H  10.269  4.624  16.548  0.2232
H  11.692  4.633  15.404  0.1989
H  10.299  3.465  15.132  0.2520
H  9.189  6.330  16.329  0.2414
H  8.806  7.028  14.811  0.2209
H  11.534  7.041  16.253  0.2245
H  10.707  8.417  15.699  0.2279
H  13.051  8.750  14.584  0.2416
H  11.579  9.288  13.789  0.2138
H  13.544  7.284  12.503  0.2131
H  13.476  9.087  12.068  0.2629
H  13.210  7.595  10.169  0.2105
H  12.143  8.930  9.718  0.2268
H  11.440  7.304  9.612  0.2252
B  10.192  4.467  10.003  -0.4876
C  9.627  3.580  11.259  0.3369
N  9.335  3.652  12.369  -0.4798
H  9.586  5.475  9.865  0.0298
H  11.403  4.763  10.407  -0.0051
H  10.396  3.937  8.967  0.1122
C  7.331  11.103  11.282  -1.0913
Ge  6.720  9.849  9.865  1.5850
C  7.095  10.353  8.025  -1.0865
C  4.767  9.410  10.063  -1.0736
C  7.877  8.205  10.284  -0.9280
Se  8.066  7.689  12.213  0.3047
C  6.591  6.333  12.236  -0.7198
H  6.731  12.006  11.535  0.2671
H  8.272  11.487  10.876  0.2285
H  7.578  10.554  12.244  0.2242
H  6.624  11.342  7.879  0.2597
H  6.677  9.686  7.296  0.2527
H  8.076  10.502  7.695  0.2434
H  4.292  10.329  10.438  0.2516
H  4.447  8.537  10.589  0.2342
H  4.341  9.349  9.002  0.2511
H  8.918  8.342  9.966  0.2222
H  7.574  7.311  9.773  0.2376
H  5.883  6.576  13.119  0.2722
H  7.070  5.318  12.175  0.2410
H  6.082  6.429  11.321  0.2441

Output
net charge = +2
ΔE to the lowest compared entry with this formula, charge and spin = 52.81 kJ/mol
calculated total energy = -5775.898798 Eh
LUMO energy (alpha / beta) = -7.389 / -6.503 eV
multiplicity = 3

Computed, not measured: a structure of composition C12H31ClIO2P2Tc in a non-equilibrium geometry, with wB97M-V/def2-TZVPD.

Each line ends with the natural charge from an NBO analysis.
CARTESIAN COORDINATES (ANGSTROEM)
C  -0.067  0.765  -7.323  -0.7272
C  -0.064  1.422  -5.960  0.5246
H  -0.064  1.546  -8.094  0.3081
H  -0.965  0.153  -7.456  0.3083
H  0.826  0.145  -7.456  0.3088
O  -0.052  2.604  -5.714  -0.1801
I  -0.084  0.069  -4.222  0.4648
Tc  -0.068  -0.215  -0.003  0.7406
P  2.166  -0.079  -0.155  0.9978
C  3.141  1.100  0.860  -0.9275
C  2.959  -1.643  0.404  -0.9062
H  4.045  -1.577  0.262  0.2790
H  3.937  -0.008  -1.817  0.2882
H  2.555  -2.471  -0.185  0.2655
H  2.350  -0.512  -2.513  0.2363
H  2.919  0.955  1.926  0.2467
H  2.740  -1.815  1.466  0.2526
C  2.854  0.172  -1.818  -0.9388
H  4.214  0.927  0.692  0.2820
H  2.646  1.202  -2.130  0.2531
H  2.885  2.125  0.564  0.2579
P  -2.298  -0.048  -0.185  0.9851
C  -3.212  1.131  0.881  -0.9251
C  -3.053  0.176  -1.824  -0.9369
H  -2.592  -2.452  -0.014  0.2650
H  -4.099  -1.573  0.425  0.2817
H  -2.736  -1.658  1.581  0.2525
C  -3.009  -1.593  0.519  -0.9035
H  -2.577  -0.515  -2.531  0.2391
H  -4.138  0.001  -1.780  0.2897
H  -4.292  0.968  0.755  0.2823
H  -2.959  2.158  0.591  0.2576
H  -2.857  1.201  -2.164  0.2568
H  -2.941  0.964  1.932  0.2465
Cl  -0.055  -2.318  -0.900  -0.2443
C  -0.855  1.185  3.909  -0.6483
C  0.173  1.090  2.804  -0.0740
O  -0.020  -0.150  2.040  -0.5495
C  -0.003  -1.326  2.912  -0.0799
C  1.177  -1.294  3.854  -0.6727
H  -1.873  1.194  3.506  0.2192
H  -0.688  2.131  4.434  0.2782
H  -0.736  0.360  4.620  0.2359
H  0.124  1.905  2.074  0.2038
H  1.190  1.042  3.210  0.2213
H  -0.976  -1.300  3.442  0.2240
H  0.016  -2.203  2.249  0.2205
H  0.905  -0.773  4.772  0.2437
H  1.423  -2.323  4.111  0.2758
H  2.086  -0.844  3.447  0.2213

Output
net charge = +3
ΔE to the lowest compared entry with this formula, charge and spin = 123.61 kJ/mol
calculated total energy = -2146.544343 Eh
LUMO energy (alpha / beta) = -11.592 / -14.262 eV
multiplicity = 4